This record from the OMol25 dataset describes a 9-piece molecular cluster, C26H58N2O28S7 overall at a distorted geometry. The level of theory is ωB97M-V with the def2-TZVPD basis set.

Output
HOMO level = -8.00 eV
SMILES = O=S1(=O)OCCO1.O=S1(=O)OCCO1.O=S1(=O)OCCO1.O=S1(=O)OCCO1.O=S1(=O)OCCO1.O=S1(=O)OCCO1.O=S1(=O)OCCO1.CCN(CC)CC.CCN(CC)CC
LUMO level = -0.18 eV
ΔE to the lowest compared entry with this formula, charge and spin = 4.207 eV
Orbital gap = 7.8 eV

Element x y z (Å)
O 8.10 9.41 -2.83
S 7.12 8.64 -3.61
O 7.59 7.75 -4.67
O 6.02 7.87 -2.65
C 4.95 8.60 -2.27
C 4.99 9.83 -3.18
O 5.95 9.67 -4.17
H 4.19 7.82 -2.24
H 5.15 8.94 -1.25
H 5.20 10.73 -2.61
H 4.11 9.93 -3.81
O -2.44 4.48 7.27
S -1.56 3.53 6.70
O -1.98 2.99 5.39
O -0.12 4.10 6.75
C 0.70 3.41 7.68
C -0.19 2.58 8.61
O -1.34 2.31 7.80
H 1.17 2.73 6.96
H 1.38 4.23 7.92
H -0.41 2.98 9.61
H 0.36 1.65 8.74
O -6.29 -5.93 6.56
S -5.91 -4.57 6.76
O -6.70 -3.72 7.63
O -4.42 -4.36 7.32
C -3.96 -3.00 6.95
C -4.35 -3.00 5.43
O -5.44 -3.87 5.33
H -4.47 -2.26 7.57
H -2.94 -2.72 7.21
H -3.65 -3.36 4.68
H -4.68 -2.01 5.10
O -4.00 7.32 -1.24
S -4.93 8.12 -0.43
O -5.63 9.25 -1.09
O -5.95 7.14 0.45
C -5.36 6.78 1.73
C -4.03 7.59 1.89
O -4.26 8.64 0.96
H -5.94 7.05 2.61
H -5.10 5.72 1.83
H -3.01 7.23 1.73
H -3.98 8.05 2.88
O 1.19 -4.36 9.64
S 2.52 -4.63 9.14
O 3.65 -4.23 9.94
O 2.66 -6.14 8.51
C 2.05 -6.38 7.24
C 2.01 -4.92 6.70
O 2.63 -4.08 7.59
H 2.76 -6.97 6.67
H 1.04 -6.80 7.28
H 1.03 -4.50 6.49
H 2.52 -4.78 5.74
O 2.49 -0.03 2.29
S 1.42 0.57 1.54
O 0.06 0.12 1.85
O 1.36 2.21 1.69
C 0.97 2.88 0.56
C 1.37 1.97 -0.59
O 1.69 0.67 -0.06
H -0.05 3.26 0.56
H 1.55 3.81 0.59
H 2.31 2.30 -1.03
H 0.67 1.81 -1.42
O 0.17 3.57 -6.50
S 0.20 2.54 -7.55
O -0.50 2.83 -8.74
O 1.72 2.01 -7.77
C 1.75 0.58 -8.03
C 0.54 0.04 -7.35
O -0.32 1.14 -6.94
H 1.67 0.29 -9.08
H 2.72 0.28 -7.62
H 0.86 -0.59 -6.51
H 0.11 -0.55 -8.16
C 3.58 -6.44 -5.73
C 4.95 -5.81 -5.93
N 5.26 -4.63 -5.13
C 5.32 -5.07 -3.69
C 5.16 -3.92 -2.59
C 6.37 -3.79 -5.49
C 7.61 -4.44 -6.06
H 3.19 -6.70 -6.72
H 2.88 -5.72 -5.31
H 3.55 -7.33 -5.10
H 5.75 -6.55 -5.89
H 4.94 -5.34 -6.91
H 4.49 -5.77 -3.58
H 6.25 -5.62 -3.51
H 4.17 -4.08 -2.15
H 5.94 -3.92 -1.83
H 5.17 -2.89 -2.94
H 6.62 -3.09 -4.69
H 6.04 -3.15 -6.30
H 7.94 -5.19 -5.35
H 8.40 -3.71 -6.25
H 7.48 -5.00 -6.98
C -6.60 0.21 -0.76
C -5.38 -0.43 -1.18
N -5.26 -1.79 -0.89
C -4.12 -2.33 -1.69
C -4.44 -2.66 -3.18
C -6.45 -2.65 -0.86
C -6.14 -4.13 -0.64
H -6.62 0.09 0.33
H -7.53 -0.05 -1.26
H -6.45 1.29 -0.77
H -5.32 -0.23 -2.25
H -4.59 0.15 -0.70
H -3.34 -1.59 -1.50
H -3.65 -3.15 -1.14
H -5.52 -2.56 -3.28
H -3.89 -2.03 -3.88
H -4.33 -3.72 -3.39
H -7.00 -2.46 -1.78
H -6.98 -2.31 0.03
H -5.71 -4.63 -1.52
H -7.07 -4.65 -0.44
H -5.46 -4.34 0.18

Atomic partial charges in e from the Mulliken method, atoms 1 to 5:
1 O -0.518
2 S 1.078
3 O -0.511
4 O -0.324
5 C -0.165